Formula: C16H14ClNO3S
Source: the OMol25 dataset
Level of theory: ωB97M-V with the def2-TZVPD basis set

```
36
Properties=species:S:1:pos:R:3:lowdin_charge:R:1
O -3.16 -1.46 -1.80 0.061
C -2.88 -0.75 -0.85 -0.585
C -3.20 0.73 -0.81 -0.323
S -1.66 1.61 -1.33 1.069
C -0.65 1.62 0.10 -0.426
C -1.14 1.49 1.40 -0.113
C -0.29 1.45 2.48 -0.065
C 1.08 1.56 2.31 -0.070
C 1.59 1.75 1.04 -0.015
C 0.73 1.80 -0.06 -0.154
C 1.26 2.06 -1.41 -0.521
O 0.55 2.26 -2.37 0.019
O 2.59 2.09 -1.49 0.082
N -2.22 -1.21 0.25 0.073
C -1.42 -2.42 0.19 -0.119
C 0.01 -2.04 -0.09 -0.203
C 0.94 -1.95 0.94 -0.035
C 2.23 -1.52 0.69 -0.112
C 2.59 -1.16 -0.60 -0.680
Cl 4.20 -0.63 -0.91 0.694
C 1.67 -1.23 -1.63 -0.097
C 0.38 -1.66 -1.37 -0.017
H -3.92 0.96 -1.59 0.084
H -3.57 1.08 0.15 0.070
H -2.21 1.46 1.58 0.100
H -0.70 1.35 3.48 0.110
H 1.75 1.51 3.16 0.107
H 2.64 1.88 0.87 0.121
H 2.86 2.27 -2.40 0.140
H -1.92 -0.54 0.94 0.097
H -1.51 -2.96 1.14 0.122
H -1.83 -3.03 -0.62 0.127
H 0.66 -2.23 1.95 0.115
H 2.95 -1.46 1.49 0.107
H 1.95 -0.94 -2.63 0.114
H -0.34 -1.71 -2.17 0.123
```

Computed properties:
multiplicity	1
HOMO-LUMO gap	8.64	eV
energy above the lowest of the compared OMol25 structures with the same formula, charge and spin	0.000	eV
E_LUMO	0.12	eV
E_HOMO	-0.31301	hartree